Record 1
Density functional theory data (ωB97M-V with the def2-TZVPD basis set) for an isolated molecule of C6H13NO at a distorted geometry.

Output
Orbital gap, eV: 9.300
ΔE to the lowest compared entry with this formula, charge and spin, eV: 2.878
SMILES: C=C[C@@H](C)[C@@H](N)CO
Energy, a.u.: -366.3281
LUMO, eV: 0.86

Geometry as ORCA input:
```
! RIJCOSX wB97M-V def2-TZVPD def2/J DEFGRID3
* xyz 0 1
C -0.677 0.262 0.449
C 0.463 -0.439 -0.172
C -1.967 -0.421 -0.502
C 0.619 -1.910 0.175
N -0.658 1.677 0.327
C 1.853 0.392 0.437
C 2.632 1.101 -0.361
O -3.046 0.471 -0.497
H -3.216 0.718 0.422
H -0.848 -0.031 1.489
H 0.531 -0.258 -1.246
H -1.449 2.121 0.776
H -0.293 1.996 -0.562
H -2.236 -1.367 -0.018
H -1.744 -0.602 -1.554
H 2.053 0.347 1.503
H -0.050 -2.532 -0.416
H 0.433 -2.084 1.234
H 1.638 -2.226 -0.037
H 2.433 1.182 -1.425
H 3.529 1.604 -0.023
*
```

=====

Record 2
Density functional theory data (ωB97M-V with the def2-TZVPD basis set) for a structure of composition C10H16CeCl3NO4 at a distorted geometry.

Output
Orbital gap (spin up / spin down), eV: 3.952 / 4.950
Energy, a.u.: -2602.1382
LUMO (spin up / spin down), eV: 4.34 / 5.09

Geometry as ORCA input:
```
! RIJCOSX wB97M-V def2-TZVPD def2/J DEFGRID3
* xyz -2 1
C -0.690 0.910 -1.176
C -0.847 -0.468 -1.480
C 0.447 -1.065 -1.476
C -2.123 -1.165 -1.732
C 1.396 -0.062 -1.131
C 0.695 1.168 -1.007
C 1.308 2.498 -0.843
C -1.771 1.916 -1.160
C 0.735 -2.475 -1.793
C 2.854 -0.239 -1.016
Ce -0.825 -0.744 2.247
Cl -2.144 -2.725 1.161
Cl -3.137 0.352 2.373
Cl 1.157 -2.397 1.616
H -2.978 -0.508 -1.548
H -2.237 -2.013 -1.043
H -2.152 -1.546 -2.760
H -0.017 -3.155 -1.375
H 1.699 -2.789 -1.384
H 0.747 -2.586 -2.887
H 3.100 -1.115 -0.404
H 3.304 0.606 -0.479
H 3.313 -0.346 -2.013
H 2.245 2.427 -0.284
H 0.670 3.151 -0.240
H 1.506 2.967 -1.823
H -2.675 1.509 -0.694
H -2.009 2.269 -2.182
H -1.491 2.765 -0.530
O -0.140 1.173 1.768
H 0.012 2.023 2.230
O 0.053 1.171 5.432
N -0.009 -0.058 5.329
O -0.297 -0.854 6.209
O 0.301 -0.600 4.097
*
```

=====

Record 3
Density functional theory data (ωB97M-V with the def2-TZVPD basis set) for a cluster of 11 separate species, C30H60O40S7 in total at a distorted geometry.

Output
Orbital gap, eV: 10.345
ΔE to the lowest compared entry with this formula, charge and spin, eV: 8.271
SMILES: O=S1(=O)OCCO1.O=S1(=O)OCCO1.O=S1(=O)OCCO1.O=S1(=O)OCCO1.O=S1(=O)OCCO1.O=S1(=O)OCCO1.O=S1(=O)OCCO1.CCOC(=O)OC.CCOC(=O)OC.CCOC(=O)OC.CCOC(=O)OC
Energy, a.u.: -6975.5624
LUMO, eV: -0.09

Geometry as ORCA input:
```
! RIJCOSX wB97M-V def2-TZVPD def2/J DEFGRID3
* xyz 0 1
C -6.337 -9.554 3.014
C -5.891 -8.386 3.943
O -5.752 -7.147 3.192
C -4.641 -6.826 2.428
O -4.599 -5.811 1.650
O -3.676 -7.831 2.430
C -2.581 -7.759 1.544
H -7.117 -9.270 2.308
H -6.650 -10.368 3.667
H -5.507 -9.862 2.378
H -4.901 -8.580 4.355
H -6.491 -8.213 4.836
H -2.649 -7.118 0.665
H -2.453 -8.796 1.235
H -1.679 -7.591 2.132
C 8.881 0.327 -3.670
C 8.619 -0.598 -2.529
O 9.216 -0.118 -1.367
C 10.530 -0.375 -1.044
O 11.342 -1.012 -1.678
O 10.892 0.340 0.043
C 12.142 -0.010 0.760
H 8.042 1.024 -3.666
H 8.952 -0.235 -4.601
H 9.794 0.922 -3.657
H 9.080 -1.576 -2.672
H 7.572 -0.874 -2.651
H 12.963 0.162 0.063
H 12.343 -1.048 1.026
H 12.293 0.548 1.684
C -8.892 -0.214 1.277
C -7.767 0.656 1.766
O -8.349 1.952 1.846
C -7.644 3.092 1.810
O -6.461 3.147 1.428
O -8.586 4.068 1.752
C -8.296 5.387 1.318
H -9.236 0.057 0.279
H -9.736 -0.284 1.964
H -8.597 -1.263 1.292
H -6.986 0.655 1.006
H -7.223 0.318 2.648
H -9.261 5.852 1.116
H -7.585 5.397 0.492
H -7.738 5.976 2.045
C 5.683 4.241 0.970
C 6.974 4.478 1.716
O 6.765 5.562 2.636
C 7.716 6.016 3.473
O 8.590 5.278 4.017
O 7.327 7.267 3.839
C 7.886 7.834 4.961
H 4.905 3.686 1.494
H 5.763 3.721 0.015
H 5.303 5.233 0.725
H 7.670 4.911 0.998
H 7.466 3.634 2.199
H 8.962 7.780 4.795
H 7.620 7.381 5.916
H 7.515 8.858 4.911
C -5.586 1.412 -4.785
C -7.119 1.617 -4.580
O -7.311 2.910 -5.115
S -6.020 3.902 -5.082
O -6.137 4.943 -4.018
O -5.793 4.363 -6.430
O -5.032 2.671 -4.564
H -5.334 1.127 -5.806
H -5.210 0.612 -4.147
H -7.361 1.607 -3.517
H -7.869 0.921 -4.953
C -0.846 8.809 -0.157
C -0.595 7.349 -0.541
O 0.758 7.256 -0.427
S 1.295 8.062 0.893
O 2.649 8.547 0.724
O 1.014 7.218 2.069
O 0.133 9.262 0.772
H -1.818 8.912 0.325
H -0.698 9.461 -1.018
H -0.873 7.041 -1.549
H -1.076 6.670 0.162
C 2.364 -6.013 -3.289
C 3.184 -6.065 -4.604
O 2.243 -6.358 -5.648
S 0.835 -6.981 -5.096
O 1.003 -8.458 -5.017
O -0.278 -6.361 -5.859
O 1.013 -6.150 -3.668
H 2.616 -5.124 -2.711
H 2.625 -6.870 -2.668
H 3.862 -6.912 -4.495
H 3.772 -5.171 -4.813
C 0.295 -0.404 -10.903
C -1.173 -0.335 -10.853
O -1.581 -0.270 -12.274
S -0.621 -1.242 -13.210
O -0.186 -0.405 -14.338
O -1.117 -2.637 -13.332
O 0.584 -1.215 -12.065
H 0.608 -0.932 -10.002
H 0.733 0.576 -11.091
H -1.567 0.505 -10.281
H -1.535 -1.195 -10.290
C -1.450 2.556 9.142
C -1.681 1.151 9.514
O -1.585 0.503 8.302
S -2.295 1.329 7.036
O -3.738 1.290 7.114
O -1.581 1.060 5.813
O -1.665 2.715 7.746
H -0.429 2.922 9.253
H -2.100 3.141 9.793
H -2.745 1.258 9.728
H -1.137 0.649 10.315
C -1.032 0.977 -1.113
C -0.967 -0.577 -1.129
O -0.651 -0.818 -2.480
S 0.062 0.465 -3.294
O -0.769 0.682 -4.489
O 1.470 0.294 -3.550
O -0.221 1.614 -2.110
H -0.750 1.490 -0.194
H -1.987 1.433 -1.376
H -1.946 -0.940 -0.815
H -0.186 -0.917 -0.449
C 1.068 -5.932 7.478
C 0.392 -4.540 7.494
O 0.512 -3.973 6.200
S 1.999 -4.342 5.641
O 3.062 -3.522 6.183
O 1.895 -4.389 4.199
O 1.958 -5.873 6.363
H 0.372 -6.752 7.303
H 1.731 -6.192 8.303
H 0.718 -3.903 8.316
H -0.698 -4.553 7.489
*
```